[1]
Entry from the OMol25 dataset: a cluster of 2 separate species, CH2N7 in total in a non-equilibrium geometry (ωB97M-V/def2-TZVPD).

CARTESIAN COORDINATES (ANGSTROEM)
C -1.195 -0.061 0.336
N -1.599 0.789 -0.601
N -2.014 -0.993 0.748
N -2.791 0.351 -0.823
N -3.099 -0.629 -0.003
N 0.759 -0.063 0.862
N 1.217 0.156 -0.266
N 2.608 0.335 -0.191
H 2.872 0.263 0.751
H 3.244 -0.149 -0.814

Atoms 1-6, force components in eV/Å:
C 4.52 -0.06 1.33
N 2.55 -0.18 0.70
N -0.17 1.46 -0.55
N -2.66 -0.19 0.25
N -0.54 -1.19 -0.42
N -4.02 0.65 -2.71

As for the HOMO-LUMO gap: 0.3297 hartree. The HOMO energy is -0.183 Ha. As for the net charge: -1. Its energy above the lowest of the compared OMol25 structures with the same formula, charge and spin is 222.1 kJ/mol. The molar mass comes out at 112.08 g mol⁻¹.

The molecule's natural (NBO) atomic charges, reported in e, are given here:
1 C 0.44
2 N -0.41
3 N -0.42
4 N -0.15
5 N -0.19
6 N -0.24
7 N -0.03
8 N -0.69
9 H 0.34
10 H 0.36

[2]
Entry from the OMol25 dataset: a structure of composition C5H6O (ωB97M-V/def2-TZVPD).

CARTESIAN COORDINATES (ANGSTROEM)
O -0.857 2.391 -0.194
C -0.699 1.196 -0.049
C -1.510 0.168 -0.702
C -0.041 -0.950 0.386
C 1.206 -0.368 -0.164
C 0.318 0.449 0.764
H -1.125 -0.992 -0.136
H -1.296 -0.020 -1.760
H -0.067 -1.801 1.061
H 1.275 -0.087 -1.210
H 2.131 -0.750 0.262
H 0.666 0.763 1.742

Atoms 1-6, force components in eV/Å:
O 0.09 -0.39 0.08
C -0.04 0.18 -0.09
C 0.13 0.09 0.03
C 0.09 -0.02 0.05
C 0.13 -0.04 -0.15
C -0.05 0.18 0.12

As for the HOMO-LUMO gap: 0.3291 hartree. The HOMO energy is -0.328 Ha. As for the net charge: 0. Its energy above the lowest of the compared OMol25 structures with the same formula, charge and spin is 463.0 kJ/mol. The molar mass comes out at 82.10 g mol⁻¹.

The molecule's natural (NBO) atomic charges, reported in e, are given here:
1 O -0.55
2 C 0.46
3 C -0.31
4 C -0.27
5 C -0.39
6 C -0.33
7 H 0.24
8 H 0.20
9 H 0.26
10 H 0.23
11 H 0.23
12 H 0.24

[3]
Entry from the OMol25 dataset: a structure of composition C3H2Cl2O in a non-equilibrium geometry (ωB97M-V/def2-TZVPD).

CARTESIAN COORDINATES (ANGSTROEM)
C 0.398 -0.251 0.771
C -0.580 -0.958 -0.305
C 0.305 0.866 -0.228
O -0.715 0.262 -0.975
Cl 1.540 -0.805 1.868
Cl -1.645 -2.204 -0.357
H -0.291 1.772 0.182
H 0.988 1.319 -0.957

Atoms 1-6, force components in eV/Å:
C -3.25 -2.94 -5.13
C 4.22 5.05 4.55
C -1.42 3.28 1.08
O -1.19 -2.97 -0.95
Cl 0.19 0.01 0.14
Cl -0.62 -0.68 -0.33

As for the HOMO-LUMO gap (alpha / beta): 0.3080 / 0.3080 hartree. The HOMO energy (alpha / beta) is -0.300 / -0.300 Ha. As for the net charge: 0. Its energy above the lowest of the compared OMol25 structures with the same formula, charge and spin is 340.2 kJ/mol. The molar mass comes out at 124.95 g mol⁻¹.

The molecule's natural (NBO) atomic charges, reported in e, are given here:
1 C -0.23
2 C 0.19
3 C -0.13
4 O -0.47
5 Cl 0.08
6 Cl 0.13
7 H 0.20
8 H 0.22

[4]
Entry from the OMol25 dataset: a cluster of 7 separate species, C32H93N14O12P5 in total in a non-equilibrium geometry (ωB97M-V/def2-TZVPD).

CARTESIAN COORDINATES (ANGSTROEM)
O 13.107 -2.463 14.569
P 11.994 -1.565 14.078
N 10.983 -1.118 15.346
C 11.510 -0.040 16.206
C 10.226 -2.213 15.989
N 10.925 -2.264 12.898
C 9.529 -1.777 12.557
C 11.610 -3.078 11.911
N 12.479 -0.065 13.361
C 11.413 0.874 12.825
C 13.741 0.401 13.748
H 10.742 0.179 16.948
H 11.670 0.925 15.726
H 12.453 -0.181 16.734
H 9.492 -2.754 15.390
H 9.812 -1.891 16.944
H 10.984 -2.943 16.274
H 8.815 -1.911 13.370
H 9.522 -0.736 12.234
H 9.034 -2.433 11.841
H 11.019 -3.223 11.006
H 12.455 -2.579 11.437
H 12.112 -3.972 12.281
H 10.496 1.046 13.388
H 11.841 1.850 12.595
H 11.071 0.538 11.846
H 14.433 0.705 12.963
H 14.291 -0.173 14.494
H 13.607 1.181 14.497
O 11.816 9.735 7.249
P 10.473 9.334 7.707
N 9.337 10.608 8.009
C 9.915 11.994 8.160
C 8.058 10.332 8.501
N 10.613 8.396 9.150
C 11.552 7.205 9.059
C 10.510 9.016 10.431
N 9.705 8.241 6.610
C 9.745 8.717 5.230
C 8.753 7.163 7.014
H 9.229 12.670 7.649
H 10.934 11.965 7.775
H 9.930 12.189 9.233
H 7.703 9.376 8.114
H 7.586 11.114 7.907
H 7.933 10.531 9.565
H 11.424 6.483 9.865
H 11.429 6.750 8.076
H 12.591 7.531 9.002
H 9.930 8.335 11.054
H 11.488 9.187 10.881
H 9.818 9.856 10.485
H 9.674 9.789 5.047
H 10.762 8.492 4.910
H 9.068 8.207 4.544
H 8.645 7.244 8.096
H 9.238 6.190 7.085
H 7.801 7.087 6.488
O 4.906 10.771 21.950
P 3.831 10.549 20.899
N 3.873 11.512 19.529
C 3.336 12.891 19.701
C 4.914 11.439 18.442
N 2.203 10.708 21.493
C 1.746 10.038 22.676
C 1.119 10.853 20.547
N 3.975 8.972 20.256
C 5.159 8.179 20.440
C 2.841 8.342 19.446
H 2.768 12.927 20.630
H 2.897 13.249 18.769
H 4.112 13.648 19.813
H 5.265 10.408 18.462
H 5.728 12.134 18.648
H 4.593 11.755 17.450
H 1.405 10.773 23.405
H 0.942 9.310 22.567
H 2.603 9.546 23.136
H 0.377 11.493 21.023
H 1.390 11.432 19.663
H 0.625 9.886 20.450
H 5.616 7.784 19.532
H 5.944 8.869 20.752
H 4.915 7.346 21.098
H 2.302 9.163 18.974
H 2.182 7.775 20.104
H 3.222 7.672 18.675
O 1.793 2.289 12.696
P 3.168 2.587 12.264
N 3.017 3.671 10.869
C 1.753 4.237 10.566
C 4.049 3.933 9.833
N 4.028 1.247 11.615
C 5.435 1.379 11.189
C 3.327 0.221 10.771
N 4.148 3.531 13.348
C 4.790 2.789 14.429
C 3.862 4.912 13.887
H 1.040 3.423 10.439
H 1.744 4.842 9.659
H 1.349 4.752 11.437
H 5.003 4.183 10.297
H 3.774 4.740 9.153
H 4.217 2.990 9.313
H 5.938 0.415 11.262
H 5.720 1.627 10.167
H 5.909 2.128 11.824
H 3.619 -0.820 10.911
H 2.244 0.285 10.878
H 3.528 0.499 9.737
H 4.116 2.239 15.086
H 5.439 2.053 13.955
H 5.317 3.377 15.181
H 3.248 4.944 14.786
H 3.394 5.492 13.092
H 4.703 5.546 14.166
C 8.132 11.645 12.929
N 8.555 11.832 14.356
O 7.721 11.548 15.248
O 9.668 12.102 14.591
H 7.067 11.856 12.831
H 8.429 10.674 12.534
H 8.634 12.451 12.394
C 10.063 8.657 16.921
N 11.484 8.837 17.410
O 11.735 8.395 18.565
O 12.271 9.320 16.559
H 9.732 9.526 16.352
H 9.474 8.449 17.815
H 9.996 7.706 16.392
C 5.711 7.137 10.283
C 6.955 7.571 11.136
O 6.472 7.651 12.519
P 7.621 7.241 13.643
O 8.609 8.338 13.984
O 6.673 6.831 14.902
C 6.137 7.834 15.758
C 4.638 7.796 15.782
O 8.215 5.874 13.007
C 9.502 5.270 13.201
C 9.292 3.959 13.970
H 4.937 7.894 10.407
H 6.011 7.020 9.242
H 5.293 6.258 10.772
H 7.754 6.831 11.098
H 7.245 8.501 10.647
H 6.522 7.717 16.771
H 6.583 8.738 15.343
H 4.145 7.173 16.527
H 4.484 8.826 16.106
H 4.130 7.672 14.826
H 10.001 5.120 12.244
H 10.100 5.940 13.820
H 8.521 4.035 14.736
H 9.011 3.101 13.359
H 10.248 3.822 14.476

Atoms 1-6, force components in eV/Å:
O -1.53 1.50 -1.59
P -0.29 -0.35 -0.44
N -0.47 0.81 -0.94
C -0.76 0.22 0.41
C 1.65 -0.19 0.83
N -0.54 0.50 1.01

The expectation value of S² is 0.76. As for the HOMO-LUMO gap (alpha / beta): 0.2622 / 0.0986 hartree. The HOMO energy (alpha / beta) is -0.362 / -0.362 Ha. Its spin multiplicity is 2. As for the net charge: +1. The molar mass comes out at 1021.05 g mol⁻¹.

Results of the Mulliken charge analysis, in e, for atoms 1 through 99:
1 O -0.82
2 P 0.28
3 N 0.27
4 C -0.88
5 C -1.04
6 N 0.20
7 C -0.83
8 C -1.03
9 N 0.24
10 C -1.38
11 C -1.14
12 H 0.40
13 H 0.14
14 H 0.32
15 H 0.23
16 H 0.37
17 H 0.38
18 H 0.20
19 H 0.15
20 H 0.46
21 H 0.34
22 H 0.35
23 H 0.33
24 H 0.46
25 H 0.46
26 H 0.41
27 H 0.34
28 H 0.36
29 H 0.40
30 O -0.87
31 P 0.50
32 N 0.21
33 C -0.95
34 C -0.79
35 N 0.58
36 C -1.03
37 C -0.57
38 N 0.24
39 C -1.10
40 C -0.71
41 H 0.33
42 H 0.32
43 H 0.25
44 H 0.21
45 H 0.43
46 H 0.13
47 H 0.20
48 H 0.38
49 H 0.35
50 H -0.11
51 H 0.41
52 H -0.02
53 H 0.32
54 H 0.35
55 H 0.36
56 H -0.07
57 H 0.35
58 H 0.41
59 O -0.85
60 P 0.48
61 N 0.48
62 C -1.22
63 C -0.88
64 N 0.14
65 C -1.04
66 C -1.28
67 N 0.33
68 C -0.95
69 C -0.85
70 H 0.41
71 H 0.37
72 H 0.32
73 H 0.03
74 H 0.35
75 H 0.32
76 H 0.33
77 H 0.34
78 H 0.37
79 H 0.40
80 H 0.41
81 H 0.38
82 H 0.16
83 H 0.34
84 H 0.37
85 H 0.33
86 H 0.27
87 H 0.18
88 O -0.77
89 P 0.21
90 N 0.47
91 C -0.89
92 C -0.88
93 N 0.20
94 C -0.96
95 C -0.93
96 N 0.76
97 C -1.19
98 C -0.80
99 H 0.36

> Which of these has the lowest net charge?

CH2N7

> Number 1 is which compound?

CH2N7

> Number 1 is which compound?

CH2N7

> Which formula does entry 1 have?

CH2N7